Entry from OMol25: a molecular structure, C19H33N5O3 (ωB97M-V/def2-TZVPD).

Calculated values
HOMO-LUMO gap, eV: 9.163
2S+1: 1
HOMO energy, eV: -9.31
Energy above the lowest of the compared OMol25 structures with the same formula, charge and spin, kcal per mole: 295.39
DFT total energy, eV: -33819.8735
Total charge: 0

Each line ends with the Mulliken charge.
Cartesian coordinates (Å):
C 1.41 -0.82 2.85  0.131
C 1.56 -0.91 4.31  -0.027
N 1.68 -1.00 5.47  -0.481
H 1.95 -1.71 2.51  0.405
H 2.07 -0.05 2.45  -0.009
H 0.39 -0.67 2.48  0.209
C -5.09 -2.36 -2.30  -0.990
C -3.70 -2.32 -1.72  0.418
N -2.63 -2.29 -1.23  -0.429
H -5.34 -3.41 -2.42  0.308
H -5.08 -1.85 -3.27  0.275
H -5.84 -1.90 -1.67  0.315
C -0.81 -2.68 -2.03  -1.047
C 0.61 -2.72 -2.48  0.196
N 1.70 -2.82 -2.87  -0.646
H -1.24 -1.69 -2.19  0.551
H -0.91 -3.09 -1.02  0.630
H -1.34 -3.31 -2.74  0.492
C -3.42 -0.27 1.12  -0.350
C -4.78 -0.48 0.51  0.256
N -5.85 -0.69 0.09  -0.588
H -3.16 -1.23 1.56  0.340
H -3.51 0.41 1.96  0.488
H -2.68 0.05 0.39  -0.040
C 1.23 1.45 -3.16  -0.081
C 0.10 1.80 -4.06  0.206
N -0.81 2.02 -4.73  -0.551
H 2.00 2.22 -3.26  0.454
H 1.61 0.44 -3.33  0.188
H 1.00 1.52 -2.09  -0.319
C 3.84 0.73 0.52  -1.288
C 3.40 0.38 -0.91  1.009
O 3.51 1.17 -1.81  -0.585
C 2.65 -0.88 -1.10  -0.178
H 4.14 -0.19 1.03  0.277
H 3.03 1.14 1.12  0.442
H 4.59 1.51 0.44  0.448
H 2.17 -1.02 -2.07  -0.433
H 1.93 -1.07 -0.30  -0.017
H 3.38 -1.64 -0.85  0.543
C 0.85 0.75 0.37  0.662
C -0.10 0.13 -0.59  1.802
O -0.32 0.56 -1.71  -0.702
C -0.95 -1.07 -0.08  -2.484
H 0.79 1.84 0.37  -0.215
H 1.84 0.32 0.23  -1.463
H 0.49 0.43 1.34  -0.152
H -0.33 -1.95 0.03  0.715
H -1.79 -1.34 -0.72  0.540
H -1.37 -0.74 0.87  0.501
C 0.27 3.46 1.39  -1.254
C 1.20 2.68 2.27  1.022
O 2.13 2.08 1.71  -0.433
C 0.90 2.58 3.75  -1.026
H -0.63 2.89 1.18  0.296
H 0.70 3.58 0.39  0.387
H 0.05 4.45 1.79  0.453
H 1.12 1.58 4.12  0.130
H -0.18 2.74 3.82  0.349
H 1.56 3.26 4.29  0.347

---

Entry from OMol25: a molecular structure, C15H38B2MgO7S3 (ωB97M-V/def2-TZVPD).

Calculated values
HOMO-LUMO gap, eV: 9.256
2S+1: 1
HOMO energy, eV: -8.95
DFT total energy, eV: -69806.4595
Total charge: 0

Each line ends with the Mulliken charge.
Cartesian coordinates (Å):
Mg 0.81 -1.09 0.50  3.137
B 1.77 -2.01 2.23  1.603
H 0.69 -2.25 1.82  -0.442
H 2.31 -3.03 2.57  -0.256
H 2.38 -1.53 1.33  -0.380
H 1.66 -1.25 3.17  -0.394
B 1.37 -1.83 -1.43  -0.255
H 0.64 -0.90 -1.35  -0.254
H 1.16 -2.69 -0.64  0.038
H 1.37 -2.24 -2.57  -0.242
H 2.48 -1.46 -1.11  -0.345
C -0.14 1.94 3.62  -1.492
C -0.69 0.66 3.02  0.794
O -0.21 0.18 2.03  -0.720
C -1.85 0.03 3.73  -1.240
H 0.51 2.42 2.89  0.257
H 0.48 1.64 4.46  0.438
H -0.94 2.59 3.98  0.419
H -1.94 -1.04 3.55  0.238
H -2.80 0.50 3.46  0.287
H -1.75 0.20 4.81  0.437
C -2.24 4.12 -0.58  -0.820
C -2.60 3.31 0.69  -0.223
C -3.09 1.98 0.17  -0.519
S -1.90 1.58 -1.13  1.013
O -2.59 1.15 -2.32  -0.804
O -0.84 0.78 -0.57  -0.602
C -1.26 3.26 -1.34  -0.595
H -1.85 5.08 -0.24  0.394
H -3.12 4.33 -1.19  0.343
H -3.34 3.88 1.26  0.425
H -1.67 3.19 1.25  0.010
H -4.05 2.03 -0.33  0.442
H -3.09 1.12 0.84  0.057
H -1.14 3.48 -2.40  0.488
H -0.27 3.27 -0.88  0.084
C -2.57 -3.48 -2.44  -0.829
C -1.90 -4.45 -1.46  -0.358
C -2.37 -4.03 -0.09  -0.908
S -2.32 -2.24 -0.15  0.861
O -1.06 -1.85 0.43  -1.405
O -3.52 -1.68 0.41  -0.830
C -2.27 -2.09 -1.92  -0.210
H -3.65 -3.62 -2.43  0.314
H -2.19 -3.60 -3.45  0.361
H -0.81 -4.32 -1.52  0.150
H -2.04 -5.48 -1.76  0.431
H -1.75 -4.35 0.74  0.422
H -3.41 -4.34 0.07  0.402
H -1.31 -1.68 -2.23  0.113
H -2.98 -1.33 -2.27  0.449
C 4.51 1.72 -2.02  -0.875
C 4.84 0.30 -1.54  -0.429
C 4.52 0.31 -0.06  -0.778
S 3.08 1.38 0.11  0.934
O 3.40 2.45 1.00  -0.784
O 1.89 0.59 0.31  -0.648
C 3.07 1.95 -1.58  -0.429
H 4.61 1.86 -3.10  0.399
H 5.19 2.44 -1.55  0.314
H 5.87 0.02 -1.73  0.403
H 4.18 -0.37 -2.10  0.185
H 5.29 0.86 0.48  0.439
H 4.28 -0.63 0.42  0.308
H 2.73 2.97 -1.72  0.445
H 2.42 1.28 -2.16  0.236

---

Entry from OMol25: a molecular structure, C26H52O31S7 (ωB97M-V/def2-TZVPD).

Calculated values
HOMO-LUMO gap, eV: 9.003
2S+1: 1
HOMO energy, eV: -9.13
Energy above the lowest of the compared OMol25 structures with the same formula, charge and spin, kcal per mole: 18.08
DFT total energy, eV: -167114.9383
Total charge: 0

Each line ends with the Mulliken charge.
Cartesian coordinates (Å):
C -2.15 3.96 0.07  -0.044
C -2.45 3.06 -1.10  1.086
C -3.61 2.18 -0.62  -0.123
O -4.22 2.92 0.45  -0.512
C -3.52 4.12 0.73  -0.619
H -1.67 4.91 -0.19  0.473
H -1.45 3.46 0.75  -0.307
H -1.69 2.40 -1.53  -0.674
H -2.80 3.55 -2.01  -0.058
H -3.32 1.18 -0.30  -0.066
H -4.31 2.05 -1.46  0.306
H -3.37 4.25 1.81  0.355
H -3.99 5.04 0.39  0.289
C -3.65 -4.80 2.08  -0.648
C -4.36 -4.92 0.72  -0.579
C -3.16 -5.22 -0.20  -0.469
O -1.96 -4.72 0.43  -0.288
C -2.37 -4.07 1.62  0.033
H -3.26 -5.75 2.44  0.316
H -4.33 -4.35 2.80  0.340
H -4.81 -3.97 0.47  0.291
H -5.00 -5.80 0.69  0.352
H -3.29 -4.78 -1.19  0.103
H -3.05 -6.30 -0.29  0.387
H -2.38 -2.98 1.46  -0.159
H -1.63 -4.08 2.43  0.312
C 1.88 3.98 -0.17  -0.169
C 2.19 3.48 1.24  0.327
C 3.27 2.45 1.01  0.043
O 3.94 2.76 -0.21  -0.540
C 2.97 3.40 -1.07  -0.241
H 1.87 5.07 -0.13  0.503
H 0.86 3.76 -0.47  -0.466
H 1.33 2.99 1.69  -0.123
H 2.58 4.30 1.83  0.355
H 2.87 1.43 0.90  -0.371
H 3.93 2.30 1.86  0.502
H 2.61 2.52 -1.62  -0.103
H 3.38 4.05 -1.84  0.407
C -2.34 3.31 -5.29  -0.256
C -1.55 4.66 -5.38  -0.528
O -0.39 4.41 -4.63  -0.304
S 0.18 2.97 -5.18  0.950
O 1.06 2.32 -4.25  -0.302
O 0.58 3.09 -6.56  -0.593
O -1.34 2.32 -5.14  -0.140
H -2.88 3.09 -6.20  0.279
H -3.00 3.38 -4.42  0.222
H -2.14 5.46 -4.93  0.355
H -1.32 4.85 -6.43  0.383
C -2.19 -0.18 6.95  -0.441
C -0.76 -0.75 6.92  -0.040
O -0.45 -1.00 5.57  -0.290
S -1.57 -0.39 4.56  1.104
O -1.87 -1.32 3.53  -0.516
O -1.35 1.01 4.26  -0.520
O -2.71 -0.54 5.67  -0.413
H -2.23 0.90 7.12  0.245
H -2.93 -0.57 7.65  0.305
H -0.51 -1.52 7.64  0.373
H -0.12 0.07 7.28  0.080
C -0.62 -0.53 0.84  -0.724
C 0.00 0.83 1.00  0.523
O 0.21 1.40 -0.31  0.227
S 0.13 0.26 -1.44  0.248
O 1.41 -0.35 -1.55  -0.073
O -0.54 0.71 -2.62  -0.425
O -0.87 -0.68 -0.54  -0.043
H -1.55 -0.64 1.38  0.226
H 0.05 -1.34 1.16  0.379
H 0.93 0.77 1.58  -0.622
H -0.62 1.57 1.51  0.103
C 4.97 -1.56 -2.83  -0.246
C 4.64 -0.21 -2.21  0.303
O 5.80 0.59 -2.33  -0.237
S 6.96 -0.17 -3.25  1.026
O 7.88 -0.84 -2.38  -0.538
O 7.45 0.66 -4.30  -0.553
O 5.85 -1.17 -3.89  -0.416
H 4.13 -2.11 -3.22  0.263
H 5.59 -2.20 -2.18  0.345
H 4.34 -0.31 -1.17  0.058
H 3.75 0.14 -2.74  -0.023
C 2.43 3.37 4.87  -0.241
C 1.33 2.79 5.78  -0.305
O 1.70 1.44 6.03  -0.288
S 2.55 0.82 4.84  1.003
O 1.76 -0.04 4.01  -0.339
O 3.85 0.37 5.31  -0.635
O 2.84 2.27 4.09  -0.171
H 3.28 3.85 5.36  0.233
H 2.03 4.14 4.20  0.244
H 0.37 2.89 5.26  0.138
H 1.23 3.23 6.77  0.368
C -2.43 -1.97 -4.55  -0.167
C -1.36 -2.34 -3.44  0.276
O -0.95 -3.66 -3.74  -0.196
S -2.07 -4.43 -4.64  0.955
O -3.18 -4.76 -3.80  -0.552
O -1.53 -5.46 -5.48  -0.557
O -2.39 -3.07 -5.45  -0.404
H -2.16 -1.09 -5.12  0.158
H -3.43 -1.91 -4.13  0.287
H -1.84 -2.39 -2.47  -0.116
H -0.52 -1.67 -3.59  0.255
C 0.63 -4.28 -0.98  0.333
C 1.13 -5.26 0.06  -0.360
O 2.11 -4.57 0.82  -0.399
S 2.67 -3.27 0.08  0.753
O 4.06 -3.40 -0.25  -0.595
O 2.23 -2.09 0.76  -0.158
O 1.76 -3.50 -1.25  -0.202
H -0.18 -3.64 -0.60  -0.164
H 0.22 -4.74 -1.87  0.369
H 1.55 -6.17 -0.38  0.291
H 0.41 -5.70 0.75  0.212

---

Entry from OMol25: a molecular structure, C20H39As3N3ReS2 (ωB97M-V/def2-TZVPD).

Calculated values
HOMO-LUMO gap (alpha / beta), eV: 8.370 / 5.466
Expectation value of S²: 3.77
2S+1: 4
HOMO energy (alpha / beta), eV: -15.57 / -15.85
Energy above the lowest of the compared OMol25 structures with the same formula, charge and spin, kcal per mole: 0.00
DFT total energy, eV: -232135.1248
Total charge: +3

Each line ends with the Mulliken charge.
Cartesian coordinates (Å):
Re 0.34 0.44 -1.22  1.585
C 0.25 3.71 0.51  -1.117
As -0.67 2.01 0.45  0.305
C -2.51 2.55 0.18  -1.318
C -0.52 1.50 2.34  -1.891
C -1.05 0.14 2.84  2.001
C -2.53 -0.02 2.51  -1.391
C -0.22 -1.03 2.30  -1.628
As -0.22 -1.42 0.37  0.709
C -1.90 -2.34 0.04  -1.498
C 1.03 -2.89 0.35  -1.297
C -0.86 0.24 4.38  -1.524
As -1.31 -1.23 5.58  0.580
C 0.07 -2.55 5.75  -0.986
C -3.04 -2.03 5.43  -0.977
H -0.26 4.37 1.21  0.472
H 0.24 4.17 -0.48  0.412
H 1.28 3.55 0.82  0.354
H -2.90 3.02 1.08  0.457
H -3.14 1.71 -0.09  0.384
H -2.54 3.29 -0.62  0.464
H -1.01 2.31 2.88  0.657
H 0.55 1.59 2.56  0.649
H -2.70 0.01 1.43  -0.061
H -3.13 0.78 2.95  0.442
H -2.92 -0.98 2.86  0.222
H -0.54 -1.97 2.75  0.565
H 0.84 -0.89 2.55  0.522
H -2.20 -2.91 0.92  0.423
H -1.76 -3.04 -0.78  0.550
H -2.70 -1.64 -0.21  0.419
H 0.70 -3.67 1.03  0.471
H 2.01 -2.52 0.65  0.374
H 1.09 -3.30 -0.65  0.436
H -1.44 1.09 4.76  0.564
H 0.18 0.45 4.63  0.575
H 1.05 -2.07 5.70  0.380
H -0.04 -3.26 4.93  0.348
H -0.05 -3.06 6.70  0.414
H -3.81 -1.26 5.33  0.403
H -3.21 -2.63 6.32  0.410
H -3.04 -2.68 4.55  0.352
N -0.29 1.87 -2.82  -0.641
C -1.40 1.28 -3.62  -0.638
C -1.00 -0.12 -4.03  -0.549
N -0.47 -0.86 -2.84  -0.593
H -0.58 2.80 -2.51  0.295
H 0.52 2.03 -3.41  0.264
H -1.64 1.89 -4.49  0.512
H -2.28 1.25 -2.98  0.331
H -0.21 -0.09 -4.78  0.213
H -1.83 -0.65 -4.48  0.461
H 0.28 -1.48 -3.13  0.312
H -1.21 -1.47 -2.49  0.215
S 2.19 0.61 0.27  -0.418
C 3.07 0.51 -1.22  0.426
N 2.27 0.50 -2.28  -0.102
C 3.03 0.44 -3.46  0.194
C 2.58 0.50 -4.78  -0.091
C 3.51 0.44 -5.80  -0.999
C 4.88 0.33 -5.54  -0.573
C 5.34 0.30 -4.24  -0.617
C 4.41 0.36 -3.21  0.519
S 4.74 0.40 -1.50  -0.134
H 1.54 0.62 -5.02  0.110
H 3.17 0.49 -6.83  0.438
H 5.58 0.29 -6.36  0.428
H 6.40 0.24 -4.03  0.427

---

Entry from OMol25: C2H3N3O3 in the gas phase (ωB97M-V/def2-TZVPD).

Calculated values
HOMO-LUMO gap, eV: 9.630
2S+1: 1
HOMO energy, eV: -9.78
Energy above the lowest of the compared OMol25 structures with the same formula, charge and spin, kcal per mole: 106.56
DFT total energy, eV: -12729.3371
Total charge: 0

Each line ends with the Mulliken charge.
Cartesian coordinates (Å):
H 2.69 -1.30 -0.09  0.206
N 2.55 -0.47 0.66  -0.586
C 1.46 0.00 0.04  0.614
N 0.52 -0.81 -0.78  -0.329
C -0.83 -0.52 -0.47  0.263
O -1.79 -1.11 -0.76  -0.458
N -0.66 0.88 -0.05  0.146
O -1.73 1.24 0.66  -0.320
O 0.64 0.92 0.48  -0.275
H 0.98 -1.98 -0.83  0.362
H -1.37 0.82 1.65  0.377

---

Entry from OMol25: a molecular structure, C31H42BIrN6O5S3 (ωB97M-V/def2-TZVPD).

Calculated values
HOMO-LUMO gap, eV: 6.711
2S+1: 1
HOMO energy, eV: -7.42
Energy above the lowest of the compared OMol25 structures with the same formula, charge and spin, kcal per mole: 5.00
DFT total energy, eV: -88025.5475
Total charge: 0

Each line ends with the Mulliken charge.
Cartesian coordinates (Å):
Ir -0.84 0.46 -0.17  2.065
B -4.42 1.14 0.33  0.203
N -3.60 2.27 -0.33  -0.146
C -4.08 3.49 -0.59  -0.432
C -3.04 4.29 -1.04  -1.049
C -1.94 3.45 -1.02  -0.501
N -2.30 2.25 -0.59  0.076
N -3.86 -0.26 0.03  -0.164
C -4.63 -1.33 -0.15  -0.276
C -3.86 -2.48 -0.03  -1.167
C -2.58 -2.00 0.24  -0.507
N -2.61 -0.66 0.27  0.101
H -4.38 1.30 1.51  -0.154
H -5.53 1.20 -0.11  -0.166
H -5.12 3.73 -0.45  0.462
H -3.08 5.31 -1.34  0.483
H -0.92 3.66 -1.28  0.711
H -5.68 -1.24 -0.34  0.453
H -4.15 -3.50 -0.11  0.480
H -1.69 -2.56 0.40  0.677
C -0.22 1.59 4.50  -0.674
C 0.49 0.55 3.94  -0.702
C 0.37 0.26 2.59  -0.213
C -0.47 1.01 1.77  0.273
C -1.17 2.07 2.35  0.122
C -1.06 2.36 3.70  -0.725
H -0.14 1.81 5.55  0.376
H 1.14 -0.06 4.56  0.406
H 0.94 -0.56 2.17  0.302
H -1.84 2.68 1.76  0.185
H -1.63 3.16 4.13  0.498
C 0.74 5.83 3.75  -1.197
C 0.88 6.53 2.40  -0.435
C 0.18 5.78 1.29  -0.955
S 1.23 4.37 0.62  0.807
O 2.24 4.15 1.65  -0.666
C 2.12 5.33 -0.70  -1.196
C 1.27 5.55 -1.95  -0.186
C 1.24 4.35 -2.90  -0.836
H 1.29 6.38 4.51  0.408
H 1.15 4.82 3.70  0.260
H -0.31 5.77 4.05  0.265
H 1.94 6.62 2.16  0.209
H 0.45 7.53 2.47  0.458
H -0.06 6.42 0.44  0.452
H -0.74 5.31 1.65  0.374
H 3.00 4.74 -0.92  0.573
H 2.43 6.27 -0.26  0.454
H 1.67 6.40 -2.50  0.448
H 0.24 5.79 -1.66  0.134
H 2.26 4.07 -3.19  0.441
H 0.68 4.60 -3.80  0.377
H 0.78 3.48 -2.43  -0.343
S 2.15 2.04 -0.70  -0.352
C 1.12 0.73 -0.92  -0.155
C -0.64 0.79 -4.82  -1.150
C -1.00 0.43 -3.48  0.645
N -1.26 0.15 -2.40  -0.531
H -0.14 1.76 -4.79  0.223
H -1.53 0.85 -5.44  0.355
H 0.04 0.05 -5.22  0.323
C 4.30 -8.90 1.58  -1.384
C 3.16 -8.16 0.96  0.903
C 2.37 -7.29 1.72  -0.791
C 1.31 -6.62 1.14  -0.599
C 1.03 -6.81 -0.20  0.248
C 1.80 -7.66 -0.97  -0.518
C 2.86 -8.33 -0.39  -0.632
S -0.27 -5.85 -0.94  1.311
O -1.36 -5.70 -0.01  -0.702
O -0.55 -6.35 -2.26  -0.719
N 0.54 -4.40 -1.07  0.016
C 0.72 -3.78 -2.36  -0.568
C 1.74 -2.65 -2.22  -0.675
C 1.16 -1.56 -1.34  0.686
O 1.70 -0.37 -1.50  -0.201
O 0.21 -1.75 -0.56  -0.757
H 4.37 -8.68 2.64  0.342
H 5.24 -8.63 1.10  0.325
H 4.16 -9.97 1.45  0.340
H 2.60 -7.15 2.76  0.306
H 0.68 -5.96 1.72  0.461
H 1.55 -7.79 -2.01  0.474
H 3.46 -9.00 -0.99  0.404
H 0.23 -3.71 -0.39  0.165
H -0.22 -3.37 -2.75  0.238
H 1.07 -4.55 -3.04  0.480
H 2.00 -2.23 -3.18  0.369
H 2.64 -3.04 -1.75  0.273

---

- 2S+1 of number 4 (C20H39As3N3ReS2)?
  4

---

- What is the 2S+1 in the second record?
  1